(1)
99
Properties=species:S:1:pos:R:3:forces:R:3 method="wB97M-V/def2-TZVPD" charge=+2 orbital_gap_ev="6.1985 / 6.1992" e_tot_ha=-3994.1241 e_homo_ev="-12.6 / -12.6"
W 0.6893 -0.1424 0.4244 0.0 0.3 0.8
C 2.0965 3.0485 3.4705 0.0 0.0 0.0
C 1.3855 1.9819 2.7210 0.0 -0.1 0.0
N 1.6125 1.7043 1.4742 -0.2 -0.1 0.0
N 2.6080 2.4478 0.8783 -0.1 0.1 -0.1
C 2.6619 2.3278 -0.4138 -0.1 0.0 0.1
N 3.5943 3.0166 -1.0871 -0.1 0.1 0.0
S 1.6171 1.3002 -1.3755 0.5 -0.3 -0.1
C 0.4567 1.0056 3.3717 0.1 -0.1 0.0
C -0.5121 1.2482 4.4760 -0.1 0.0 0.0
C -1.5928 0.4539 4.4613 0.1 0.2 0.0
C -1.9568 -0.6241 3.5254 0.0 -0.3 -0.1
C -1.6028 -1.0949 2.2950 -0.1 0.1 0.0
N -0.6736 -0.6731 1.3902 -0.5 -0.4 0.5
H 3.1360 3.1094 3.1550 0.0 0.0 0.0
H 2.0257 2.8698 4.5416 0.0 0.0 0.0
H 1.6426 4.0200 3.2549 0.0 0.0 0.0
H 4.1447 3.7030 -0.5973 0.0 0.0 0.0
H 3.6008 3.0122 -2.0912 0.0 0.0 0.0
H -0.3721 1.9982 5.2430 0.0 0.0 0.1
H -2.3038 0.5533 5.2728 0.0 0.0 0.0
H -2.7330 -1.2515 3.9501 0.0 0.0 0.0
H -2.0974 -2.0035 1.9565 -0.1 0.0 0.0
I 3.1317 -4.5788 -1.0404 0.0 0.0 0.0
C 2.8516 -3.7595 0.8387 -0.1 0.1 0.1
C 3.3288 -4.4633 1.9779 0.0 -0.1 0.0
C 3.1963 -3.9864 3.2548 0.0 0.0 0.0
I 3.8755 -5.1275 4.8535 0.0 0.0 0.0
C 2.5803 -2.7211 3.4747 0.0 0.0 0.0
C 2.3345 -2.0728 4.7046 0.0 0.0 0.0
C 1.6634 -0.8723 4.7366 0.0 0.0 0.0
C 1.2661 -0.2725 3.5336 0.0 -0.1 -0.1
N 1.5624 -0.8321 2.3820 0.2 0.2 -0.2
C 2.1388 -2.0453 2.3321 0.1 0.0 0.0
C 2.2245 -2.5593 1.0320 0.1 -0.1 -0.4
O 1.7046 -1.7501 0.0755 0.2 0.1 -0.3
H 3.8034 -5.4210 1.8135 0.0 0.0 0.0
H 2.6482 -2.5443 5.6267 0.0 0.0 0.0
H 1.4183 -0.3938 5.6740 0.0 0.0 0.0
H -0.2165 0.8047 2.5556 0.0 0.0 0.1
N -2.0216 0.3450 -1.0815 0.0 0.1 -0.1
P -1.3921 1.5277 -0.0398 0.1 -0.2 -0.4
C -1.2803 3.0749 -0.9616 0.1 0.0 0.1
C -0.3507 4.0221 -0.5350 0.0 0.0 0.0
C -0.2756 5.2568 -1.1590 0.0 0.0 0.0
C -1.1227 5.5467 -2.2202 0.0 0.0 0.0
C -2.0473 4.6057 -2.6514 0.0 0.0 0.0
C -2.1313 3.3735 -2.0210 0.0 0.0 0.0
C -2.6850 1.8317 1.1806 0.0 0.1 0.0
C -3.8507 1.0728 1.2285 0.0 0.0 0.0
C -4.8374 1.3808 2.1516 0.0 0.0 0.0
C -4.6632 2.4426 3.0289 0.0 0.0 0.0
C -3.5014 3.2016 2.9852 0.0 0.0 0.0
C -2.5142 2.8987 2.0624 0.0 0.0 0.0
P -0.8601 -0.8109 -1.5430 -0.2 0.4 0.0
C -1.4847 -2.4484 -1.1568 0.0 0.0 0.0
C -0.5968 -3.5210 -1.2141 0.0 0.0 0.0
C -1.0425 -4.7950 -0.9006 0.0 0.0 0.0
C -2.3669 -4.9979 -0.5341 0.0 0.0 0.0
C -3.2527 -3.9294 -0.4864 0.0 0.0 0.0
C -2.8148 -2.6495 -0.7962 0.0 0.0 0.0
C -0.8719 -0.6389 -3.3393 0.2 -0.1 0.0
C -1.2105 -1.7292 -4.1371 0.0 0.0 0.0
C -1.2833 -1.5775 -5.5151 0.0 0.0 0.0
C -1.0077 -0.3470 -6.0951 0.0 0.0 0.0
C -0.6690 0.7391 -5.2981 0.0 0.0 0.0
C -0.6016 0.5982 -3.9219 0.0 0.0 0.0
H -2.7671 0.5723 -1.7306 -0.1 -0.1 0.0
H 0.3287 3.7920 0.2797 0.0 0.0 0.0
H 0.4443 5.9906 -0.8220 0.0 0.0 0.0
H -1.0645 6.5087 -2.7111 0.0 0.0 0.0
H -2.7099 4.8335 -3.4754 0.0 0.0 0.0
H -2.8715 2.6618 -2.3679 0.0 0.0 0.0
H -3.9841 0.2356 0.5554 0.0 0.0 0.0
H -5.7472 0.7963 2.1819 0.0 0.0 0.0
H -5.4399 2.6862 3.7413 0.0 0.0 0.0
H -3.3712 4.0349 3.6623 0.0 0.0 0.0
H -1.6182 3.5096 2.0199 0.0 0.0 0.0
H 0.4300 -3.3548 -1.5180 0.0 0.0 0.0
H -0.3543 -5.6290 -0.9459 0.0 0.0 0.0
H -2.7138 -5.9934 -0.2913 0.0 0.0 0.0
H -4.2866 -4.0929 -0.2137 0.0 0.0 0.0
H -3.5060 -1.8167 -0.7567 0.0 0.0 0.0
H -1.4266 -2.6914 -3.6926 0.0 0.0 0.0
H -1.5615 -2.4211 -6.1328 0.0 0.0 0.0
H -1.0663 -0.2316 -7.1691 0.0 0.0 0.0
H -0.4608 1.6996 -5.7501 0.0 0.0 0.0
H -0.3417 1.4537 -3.3112 0.0 0.0 0.0
C 4.5196 -1.0568 -2.1185 0.0 0.0 0.0
N 3.9564 -1.3976 -3.4094 0.0 -0.1 0.0
C 2.6267 -1.6348 -3.5807 0.0 0.2 0.1
N 2.2542 -2.0324 -4.8264 0.0 -0.1 0.0
O 1.8042 -1.4696 -2.6785 0.0 -0.2 -0.1
H 5.0280 -1.9058 -1.6577 0.0 0.0 0.0
H 3.7022 -0.7438 -1.4736 0.0 0.0 0.0
H 5.2278 -0.2348 -2.2218 0.0 0.0 0.0
H 4.5884 -1.6486 -4.1500 0.0 0.0 0.0
H 2.9029 -2.1461 -5.5834 0.0 0.0 0.0
H 1.2743 -2.1619 -5.0039 0.0 0.0 0.0



(2)
98
Properties=species:S:1:pos:R:3:forces:R:3 method="wB97M-V/def2-TZVPD" charge=+3 orbital_gap_ev="6.8547 / 5.4052" e_tot_ha=-6085.4746 e_homo_ev="-14.7 / -14.9" spin_multiplicity=5 s_squared=6.058
Mn -0.4090 -0.2999 -0.0475 -0.1 -0.6 0.1
C -5.9721 3.9330 12.1016 0.2 0.0 -0.1
O -4.6261 4.1368 11.5939 -0.1 0.0 0.0
C -4.2852 3.7015 10.4161 0.0 0.0 0.0
C -2.9315 3.9602 10.0472 -0.1 0.0 0.0
C -2.4709 3.5399 8.8454 0.0 0.0 -0.1
C -3.3260 2.8431 7.9422 -0.1 0.1 0.2
C -4.6773 2.5993 8.3248 0.1 0.0 -0.1
C -5.1554 3.0158 9.5287 0.1 0.0 0.0
C -2.8819 2.3806 6.6876 0.0 -0.1 -0.2
N -3.6231 1.6928 5.7985 0.1 0.1 0.2
C -2.8173 1.4478 4.7659 -0.1 -0.1 -0.3
C -1.5471 1.9743 4.9820 0.1 0.0 0.0
N -1.6009 2.5654 6.1870 0.0 -0.1 0.1
C -0.4366 1.9499 3.9990 -0.1 -0.1 0.1
C 0.8690 1.5597 4.6372 0.0 0.1 0.0
C 1.5531 0.4988 4.2330 -0.1 -0.1 -0.1
C 1.0815 -0.3121 3.0954 0.2 0.0 0.1
N 0.0524 -0.0667 2.3938 -0.1 0.0 0.0
C -0.7556 1.1105 2.7065 0.2 0.0 0.0
C -2.1866 0.6587 2.5265 0.0 -0.1 0.0
N -2.4158 0.0591 1.3553 0.3 0.3 -0.2
C -3.6271 -0.4543 1.1429 -0.1 0.0 -0.1
C -4.6548 -0.3919 2.0733 0.0 0.0 0.0
C -4.4197 0.2345 3.2782 -0.1 0.0 0.0
C -3.1577 0.7728 3.5147 -0.1 0.0 0.2
H -5.9629 4.3627 13.0953 0.0 0.0 0.0
H -6.1846 2.8676 12.1490 0.0 0.0 0.0
H -6.6811 4.4587 11.4663 0.0 0.0 0.0
H -2.3055 4.4877 10.7534 0.0 0.0 0.0
H -1.4383 3.7402 8.5905 0.0 0.0 0.0
H -5.3197 2.0730 7.6325 0.0 0.0 0.0
H -6.1818 2.8274 9.8033 0.0 0.0 0.0
H -0.8571 3.0930 6.6180 0.0 0.0 0.0
H 1.2229 2.1547 5.4728 0.0 0.0 0.0
H 2.4692 0.2001 4.7238 0.0 0.0 0.0
H 1.6728 -1.1805 2.8132 0.0 0.0 0.0
H -3.7932 -0.9352 0.1916 0.0 0.1 0.0
H -5.6132 -0.8340 1.8419 0.0 0.0 0.0
H -5.1860 0.3112 4.0386 0.0 0.0 0.0
Br 0.6264 5.3107 4.7708 0.0 0.0 0.1
C 0.7702 4.1457 3.3037 -0.1 0.0 0.0
C 1.8657 4.0740 2.5614 0.1 -0.2 -0.2
C 1.9666 3.0454 1.5139 0.2 0.3 0.2
C 0.9470 2.2611 1.1700 0.0 -0.3 -0.3
C -0.3890 2.3560 1.8265 -0.1 0.1 0.0
C -0.3927 3.2381 3.0982 0.0 0.0 0.0
N 1.0423 1.1664 0.2586 -0.2 0.4 0.4
C 2.0539 0.9981 -0.4944 0.2 -0.1 -0.2
C 2.2801 -0.3149 -1.1104 0.0 0.2 0.2
C 3.3555 -0.5185 -1.9499 0.1 -0.1 -0.1
C 3.6256 -1.8128 -2.3841 0.0 0.1 0.0
C 2.8156 -2.8379 -1.9405 0.0 0.0 0.0
C 1.7416 -2.5403 -1.1076 -0.1 0.0 0.0
N 1.4594 -1.3070 -0.6982 -0.2 0.3 -0.1
H 2.7154 4.7157 2.7476 0.0 0.0 0.0
H 2.9423 2.9159 1.0631 0.0 0.0 0.0
H -1.1591 2.6045 1.0918 0.0 0.0 0.0
H -1.3258 3.7934 3.1924 0.0 0.0 0.0
H 2.8143 1.7645 -0.6328 0.0 0.0 0.0
H 3.9830 0.3133 -2.2412 0.0 0.0 0.0
H 4.4632 -2.0107 -3.0395 0.0 0.0 0.0
H 2.9986 -3.8644 -2.2251 0.0 0.0 0.0
H 1.0868 -3.3300 -0.7697 0.0 0.0 0.0
N -2.9796 -0.7908 -2.1211 -0.2 0.1 0.0
C -2.5755 -1.9457 -1.5398 0.0 -0.1 -0.2
C -3.2365 -3.1511 -1.8543 0.0 0.0 0.0
C -2.8710 -4.3102 -1.2300 0.0 -0.1 0.1
C -1.8510 -4.2808 -0.2662 -0.1 0.0 -0.1
C -1.2557 -3.0802 -0.0223 0.0 0.2 0.2
N -1.5797 -1.9159 -0.6428 0.2 -0.1 0.1
H -3.6886 -0.8280 -2.8321 0.0 0.0 0.0
H -2.4134 0.0397 -2.0677 0.1 -0.1 0.1
H -4.0318 -3.1373 -2.5877 0.0 0.0 0.0
H -3.3749 -5.2373 -1.4699 0.0 0.0 0.0
H -1.5500 -5.1641 0.2764 0.0 0.0 0.0
H -0.4920 -2.9913 0.7422 0.1 0.0 0.0
C -0.1991 -1.1890 -4.0565 0.0 0.0 0.0
N -0.4526 0.2329 -4.2281 0.1 -0.1 0.0
C -0.4841 0.7086 -5.6159 0.0 -0.1 0.1
C -1.1991 2.0367 -5.6985 -0.1 0.0 0.0
C -0.5780 2.9879 -4.7021 0.0 0.0 0.0
N -0.6092 2.3896 -3.3648 0.0 -0.1 0.0
C -0.5840 3.3224 -2.2501 0.0 0.0 0.0
C -0.5025 1.0571 -3.1662 0.1 0.3 -0.1
O -0.4597 0.5913 -1.9898 -0.3 0.0 0.2
H -1.0438 -1.7746 -4.4262 0.0 0.0 0.0
H -0.0438 -1.4159 -3.0067 0.0 0.0 0.0
H 0.6883 -1.4759 -4.6242 0.0 0.0 0.0
H -0.9945 -0.0497 -6.2096 0.0 0.0 0.0
H 0.5387 0.7861 -5.9966 0.0 0.0 0.0
H -2.2577 1.9025 -5.4640 0.0 0.0 0.0
H -1.1298 2.4394 -6.7074 0.0 0.0 0.0
H -1.1270 3.9274 -4.6549 0.0 0.0 0.0
H 0.4544 3.2255 -4.9779 0.0 0.0 0.0
H -1.4693 3.9588 -2.2793 0.0 0.0 0.0
H 0.2990 3.9628 -2.3139 0.0 0.0 0.0
H -0.5631 2.7808 -1.3111 0.0 0.0 0.0



(3)
97
Properties=species:S:1:pos:R:3:forces:R:3 method="wB97M-V/def2-TZVPD" charge=-2 orbital_gap_ev="3.2963 / 3.0751" e_tot_ha=-3532.9333 e_homo_ev="0.5 / 0.7"
Y 0.1295 -1.0878 -0.4332 0.9 -1.6 -0.1
C -4.5694 6.0884 0.3501 0.0 0.0 0.0
C -3.6699 5.0169 -0.2009 0.1 -0.2 -0.1
C -3.0210 4.1231 0.6491 -0.1 0.3 0.0
C -2.2615 3.0829 0.1486 0.3 -0.2 -0.2
C -2.1422 2.9370 -1.2284 -0.4 0.1 0.4
C -2.7619 3.8265 -2.0969 0.2 -0.2 -0.1
C -3.5110 4.8645 -1.5796 -0.1 0.2 0.2
S -1.4158 1.4603 -1.8543 0.6 -1.2 -0.4
O -1.8296 1.3579 -3.2253 0.1 0.4 0.1
O 0.0715 1.8538 -1.6388 -0.2 0.8 -0.2
N -1.6889 0.2158 -0.9634 -0.1 1.2 -0.5
C -2.9614 -0.4205 -1.1051 -0.8 -0.4 -0.2
C -4.1470 0.2915 -1.3248 0.2 0.0 0.1
C -5.3491 -0.3765 -1.4972 -0.1 0.1 0.0
C -5.3972 -1.7588 -1.4659 0.1 0.0 0.0
C -4.2275 -2.5105 -1.2345 -0.1 -0.2 0.0
C -4.2052 -3.9253 -1.2224 -0.1 0.1 0.0
C -2.9845 -4.5814 -1.0143 0.1 0.1 0.1
C -1.8472 -3.8498 -0.7769 0.1 -0.4 0.1
N -1.8196 -2.4935 -0.7423 0.0 0.6 0.1
C -2.9922 -1.8280 -1.0193 0.3 0.3 0.0
H -4.5019 6.1242 1.4370 0.0 0.0 0.0
H -5.6090 5.8896 0.0822 0.0 0.0 0.0
H -4.3123 7.0725 -0.0465 0.0 0.0 0.0
H -3.1361 4.2394 1.7205 0.0 -0.1 0.0
H -1.7772 2.3575 0.7961 -0.1 0.0 0.1
H -2.6594 3.6728 -3.1629 -0.1 0.0 0.0
H -3.9992 5.5638 -2.2492 0.0 0.0 0.0
H -4.1306 1.3717 -1.3629 0.0 0.0 0.0
H -6.2551 0.1975 -1.6630 0.0 0.0 0.0
H -6.3351 -2.2817 -1.6188 0.0 0.0 0.0
H -5.1252 -4.4761 -1.3819 0.0 0.0 0.0
H -2.9253 -5.6625 -1.0255 0.0 0.0 0.0
H -0.9023 -4.3493 -0.6018 0.0 0.1 0.0
O -0.5604 0.5230 1.7300 0.1 0.1 -0.2
S -0.4883 -0.6167 2.6434 0.0 -0.8 -0.1
O -1.7446 -1.0633 3.1950 0.1 0.1 0.1
N 0.3464 -1.6870 1.8393 -0.4 0.8 0.5
C 0.6262 -2.9712 2.3355 0.2 -0.7 0.1
C 0.4477 -3.3801 3.6625 0.0 0.2 -0.1
C 0.7619 -4.6761 4.0480 0.0 0.0 0.1
C 1.2319 -5.5925 3.1248 -0.1 0.1 0.0
C 1.4077 -5.2245 1.7760 0.1 -0.1 0.0
C 1.8367 -6.1310 0.7716 0.0 -0.2 0.2
C 2.0080 -5.6587 -0.5360 0.0 0.3 -0.1
C 1.7689 -4.3327 -0.8229 0.2 -0.3 -0.1
N 1.3408 -3.4298 0.0941 -0.5 0.8 0.1
C 1.1407 -3.8812 1.3807 -0.1 0.2 0.2
C 0.4745 -0.1039 4.0648 0.1 0.0 0.0
C 1.8551 -0.2245 4.0445 -0.1 -0.1 -0.2
C 2.5955 0.1324 5.1583 0.0 0.1 0.2
C 1.9563 0.6025 6.2995 -0.1 0.0 -0.2
C 0.5699 0.7062 6.3191 0.1 0.0 0.1
C -0.1729 0.3471 5.2066 -0.1 0.0 -0.1
H 0.0311 -2.6882 4.3813 0.0 0.0 0.1
H 0.6305 -4.9672 5.0854 0.0 0.0 0.0
H 1.4457 -6.6133 3.4249 0.0 0.0 0.0
H 2.0177 -7.1688 1.0299 0.0 0.0 0.0
H 2.3225 -6.3230 -1.3327 0.0 0.0 0.0
H 1.9055 -3.9487 -1.8254 -0.1 0.0 0.0
H 2.3263 -0.6245 3.1574 0.0 0.0 0.0
H 3.6741 0.0340 5.1496 0.0 0.0 0.0
H 2.5357 0.8762 7.1726 0.0 0.0 0.0
H 0.0710 1.0533 7.2161 0.0 0.0 0.0
H -1.2544 0.3910 5.2119 0.0 0.0 0.0
C 3.3480 -0.5805 0.6321 0.1 0.4 -0.2
C 3.5302 0.9337 0.4515 -0.1 -0.1 0.0
C 2.5740 1.7844 1.2960 0.1 -0.1 0.0
C 3.5672 1.3049 -1.0235 -0.2 0.0 0.1
C 4.8487 1.4979 -1.5150 0.1 0.1 -0.1
C 5.0808 1.9495 -2.7961 0.0 0.0 0.0
C 3.9763 2.2063 -3.5812 0.2 0.0 0.0
C 2.6605 1.9767 -3.1862 -0.2 -0.1 0.1
C 1.6846 2.2558 -4.3302 -0.2 0.0 0.0
C 0.9568 0.9941 -4.7909 0.0 0.2 -0.1
C 0.7948 3.4957 -4.1524 0.1 -0.2 -0.1
C 2.4114 1.4398 -1.8678 0.4 0.4 -0.3
N 1.2479 0.9700 -1.2836 -0.4 -0.6 0.3
H 3.7323 -0.9278 1.5922 -0.1 -0.1 0.0
H 3.8577 -1.1207 -0.1653 0.0 -0.1 0.1
H 2.2956 -0.8419 0.5797 0.2 -0.2 0.3
H 4.5321 1.1731 0.8226 0.0 0.0 -0.1
H 1.5416 1.4728 1.1902 -0.1 0.0 0.0
H 2.6433 2.8327 0.9955 0.0 0.0 0.0
H 2.8436 1.7165 2.3530 0.0 0.0 0.0
H 5.6895 1.3334 -0.8487 0.0 0.0 0.0
H 6.0858 2.1111 -3.1664 0.0 0.0 0.0
H 4.1470 2.5707 -4.5888 -0.1 0.0 0.0
H 2.3307 2.5244 -5.1717 0.0 0.0 0.1
H 0.2478 0.6249 -4.0692 -0.1 -0.1 0.2
H 1.6775 0.1942 -4.9613 0.0 0.0 0.0
H 0.4156 1.1871 -5.7226 0.0 0.0 0.0
H 0.1004 3.3929 -3.3328 -0.1 0.0 0.1
H 0.2212 3.6731 -5.0674 0.0 0.0 0.0
H 1.4184 4.3729 -3.9577 0.0 0.0 0.0
Cl 0.7007 -1.8826 -2.7871 0.2 0.0 -0.4



(4)
88
Properties=species:S:1:pos:R:3:forces:R:3 method="wB97M-V/def2-TZVPD" charge=+2 orbital_gap_ev="6.5190 / 4.0886" e_tot_ha=-3464.8238 e_homo_ev="-14.0 / -14.1" spin_multiplicity=4 s_squared=3.820
Cr 0.1824 -0.2742 0.1934 1.2 0.8 -1.2
P 1.8291 1.1201 1.0339 2.5 4.1 0.7
C -0.7074 -0.4937 1.8054 -4.6 0.2 5.6
O -1.4220 -0.4431 2.7350 3.5 -0.5 -4.0
P -0.5317 -2.1820 -0.7963 -2.0 -2.4 -1.6
C 1.1311 2.1426 2.3922 -0.3 -0.5 0.2
C 2.3099 2.4688 -0.0960 0.0 -0.1 -0.5
C 3.4175 0.5702 1.7526 0.0 -0.7 0.0
C -0.0560 -3.8686 -0.2105 0.3 -0.2 0.4
C -2.3691 -2.1481 -0.6739 -0.3 0.4 0.4
C -0.3678 -2.2057 -2.6110 0.4 0.6 -0.3
C 1.7061 2.2386 3.6686 -0.1 -0.2 0.8
C 1.1028 3.0302 4.6546 0.5 -0.4 -0.4
C -0.0494 3.7588 4.3593 -0.2 0.1 -0.1
C -0.6068 3.6998 3.0778 0.3 -0.1 -0.4
C -0.0256 2.8794 2.1083 -0.9 0.2 0.1
H 2.6185 1.6928 3.9015 -0.3 0.1 0.0
H 1.5426 3.0716 5.6528 -0.1 0.1 -0.4
H -0.5170 4.3786 5.1267 0.1 -0.2 -0.2
H -1.4948 4.2845 2.8354 0.3 -0.2 0.1
H -0.4859 2.7682 1.1241 0.1 0.2 0.3
C 3.3982 -0.4496 2.7193 0.2 0.0 -0.2
C 4.5872 -0.8999 3.2953 -0.2 0.0 0.0
C 5.8052 -0.3236 2.9292 -0.2 0.2 -0.2
C 5.8308 0.7045 1.9792 -0.2 -0.2 0.2
C 4.6456 1.1459 1.3877 -0.2 0.0 -0.1
H 2.4464 -0.8873 3.0247 0.2 0.0 0.0
H 4.5527 -1.6987 4.0383 0.0 0.3 -0.2
H 6.7327 -0.6718 3.3832 -0.3 0.1 -0.1
H 6.7764 1.1662 1.6974 -0.3 -0.1 0.1
H 4.6718 1.9474 0.6501 0.1 -0.2 0.2
C 2.5623 3.7884 0.3238 0.0 0.0 -0.1
C 2.9715 4.7510 -0.6070 0.0 -0.3 0.0
C 3.1443 4.3979 -1.9492 -0.1 -0.1 0.1
C 2.9050 3.0854 -2.3613 0.0 -0.2 0.0
C 2.4900 2.1277 -1.4389 0.1 0.3 0.1
H 2.4463 4.0752 1.3696 0.0 -0.1 -0.3
H 3.1621 5.7765 -0.2815 -0.1 -0.4 -0.1
H 3.4705 5.1440 -2.6753 -0.1 -0.2 0.2
H 3.0419 2.7918 -3.4004 0.0 0.2 0.2
H 2.3141 1.0976 -1.7456 0.0 0.2 -0.2
C -3.1821 -1.5045 -1.6265 0.0 0.0 0.0
C -4.5723 -1.5068 -1.4794 0.2 -0.2 0.0
C -5.1529 -2.1272 -0.3682 0.1 0.0 0.0
C -4.3437 -2.7099 0.6081 -0.1 0.1 0.0
C -2.9595 -2.7070 0.4618 0.0 0.0 -0.1
H -2.7373 -1.0146 -2.4967 -0.1 -0.2 0.3
H -5.2042 -1.0425 -2.2452 0.3 -0.2 0.3
H -6.2394 -2.1435 -0.2615 0.4 0.0 0.0
H -4.7857 -3.1709 1.4897 0.0 0.1 -0.2
H -2.3215 -3.1524 1.2261 -0.2 -0.1 -0.1
C 0.4839 -4.0647 1.0737 0.0 -0.1 -0.3
C 0.8560 -5.3442 1.5045 -0.1 0.1 -0.1
C 0.6461 -6.4552 0.6860 -0.1 0.3 -0.2
C 0.0712 -6.2797 -0.5771 0.0 0.3 0.1
C -0.2527 -4.9950 -1.0295 0.0 0.0 0.0
H 0.6077 -3.2083 1.7371 0.1 -0.2 -0.1
H 1.3080 -5.4808 2.4863 -0.2 0.1 -0.2
H 0.9239 -7.4551 1.0240 -0.1 0.3 -0.1
H -0.1191 -7.1471 -1.2124 0.1 0.3 0.1
H -0.6640 -4.8669 -2.0290 0.2 -0.2 0.3
C -1.2140 -2.9803 -3.4200 0.1 -0.2 -0.1
C -0.9910 -3.0688 -4.7953 0.1 0.3 0.3
C 0.0013 -2.2822 -5.3848 0.1 0.0 0.2
C 0.7783 -1.4282 -4.5974 0.1 0.1 0.1
C 0.6092 -1.3953 -3.2100 -0.3 -0.5 -0.2
H -2.0593 -3.5160 -2.9848 0.3 0.0 -0.1
H -1.5932 -3.7451 -5.4003 0.1 0.3 0.1
H 0.1580 -2.3245 -6.4642 0.0 0.0 0.4
H 1.5278 -0.7870 -5.0656 -0.2 -0.2 0.1
H 1.2130 -0.7407 -2.5768 0.0 -0.2 -0.3
H 1.1879 -1.0968 1.1224 0.5 -1.1 -0.5
H 1.7440 -0.7019 0.1172 -0.1 -0.4 1.4
C -4.1102 1.6784 0.2478 0.0 -0.5 0.5
C -3.1270 2.3847 -0.6922 -0.7 0.4 0.1
C -3.6313 2.3206 -2.1282 0.0 -0.2 -0.9
C -2.8420 3.8215 -0.2693 0.3 0.6 0.1
C -1.8645 1.6872 -0.6643 0.1 -0.3 0.0
C -0.7885 1.0986 -0.6402 -0.3 0.0 -0.2
H -5.0877 2.1728 0.3039 0.3 0.1 -0.2
H -3.6997 1.6207 1.2652 -0.1 0.1 -0.2
H -4.2678 0.6536 -0.1033 0.0 0.2 0.1
H -4.5783 2.8546 -2.2785 0.2 -0.1 0.3
H -2.8792 2.7553 -2.7981 -0.2 0.0 0.0
H -3.7757 1.2728 -2.4258 0.0 0.3 0.0
H -2.4383 3.8461 0.7500 -0.2 0.0 -0.1
H -2.0803 4.2362 -0.9401 -0.1 0.1 0.2
H -3.7153 4.4826 -0.3115 0.0 -0.4 0.0